Molecular formula: CHNO2S
Method: DFT, ωB97M-V with the def2-TZVPD basis set

Structure (XYZ):
```
6
CHNO2S, DFT ωB97M-V with the def2-TZVPD basis set
C -0.64338 -0.47330 0.04321
N 0.60425 0.47146 0.08381
O 1.50969 -0.02232 0.70786
O 0.66058 1.44512 -0.60138
S -1.92825 -0.11576 -0.73615
H -0.20288 -1.30521 0.50265
```

**Multiplicity**: 1
**Kohn-Sham gap**: 8.509 eV
**LUMO**: -1.8 eV
**Relative energy (zero: lowest compared OMol25 entry of this formula, charge and spin)**: 66.7 kcal/mol
**HOMO level**: -10.3 eV
**SMILES string**: O=[N+]([O-])C=S